Computed, not measured: a molecular structure, C53H35N8OPdS, with ωB97M-V with the def2-TZVPD basis set.

* DFT total energy: -83815.954 eV
* E_HOMO (alpha / beta): -3.67 / -3.71 eV
* gap between HOMO and LUMO (alpha / beta): 5.12 / 5.07 eV

```
! wB97M-V def2-TZVPD RIJCOSX def2/J DEFGRID3
* xyz -1 1
Pd -1.74679 0.11028 -0.42768
C -3.40092 5.63198 2.61845
C -3.70253 6.07694 1.31570
C -3.39157 5.30508 0.21570
C -2.76963 4.07305 0.43345
C -2.36239 3.02206 -0.46573
N -2.42339 3.12162 -1.82185
C -2.40817 2.06931 -2.56088
C -2.47771 2.10067 -4.03785
C -2.31682 3.12567 -4.94994
C -2.40154 2.80659 -6.30114
C -2.64292 1.49685 -6.71581
C -2.78967 0.47043 -5.78869
C -2.69515 0.79644 -4.45121
C -2.68387 -0.04787 -3.22995
N -2.83544 -1.33107 -3.24926
C -2.44548 -2.09459 -2.18372
N -1.74043 -1.73805 -1.15120
C -1.17972 -2.93247 -0.48849
N 0.23629 -2.97160 -0.31705
C -0.46929 -1.63193 1.67150
N -1.07437 -0.48391 1.39480
C -0.76759 0.45469 2.39203
N -1.25231 1.67039 2.54398
C -1.86658 2.33097 1.58392
N -1.83229 2.00950 0.24003
C -2.46309 3.63316 1.72697
C -2.78416 4.41794 2.83662
C 0.10443 -0.17485 3.34122
C 0.75756 0.31719 4.47306
C 1.62614 -0.52385 5.13501
C 1.84811 -1.83818 4.68048
C 1.19974 -2.32831 3.56548
C 0.31542 -1.48211 2.88555
C -1.94009 -4.06663 -1.10321
C -1.99846 -5.43085 -0.84861
C -2.78786 -6.22835 -1.66963
C -3.49911 -5.69441 -2.74463
C -3.43205 -4.33513 -3.01136
C -2.65701 -3.54920 -2.17580
N -2.51316 0.75363 -2.15035
H -3.67083 6.25420 3.46347
H -4.18927 7.03536 1.18280
H -3.62610 5.62770 -0.79130
H -2.12143 4.13669 -4.61478
H -2.26660 3.58215 -7.04506
H -2.70084 1.27781 -7.77439
H -2.95956 -0.55456 -6.09240
H -2.56443 4.06884 3.83790
H 0.59194 1.33696 4.79933
H 2.15457 -0.16986 6.01222
H 2.54322 -2.47428 5.21459
H 1.38019 -3.33843 3.22350
H -1.45176 -5.87582 -0.03033
H -2.84984 -7.29161 -1.46731
H -4.10202 -6.34416 -3.36787
H -3.96749 -3.88468 -3.83816
C -0.54433 -2.88733 0.87790
C -0.65804 -4.11837 1.76593
C 0.25578 -5.15270 1.61820
C 0.19079 -6.27421 2.43564
C -0.80086 -6.37586 3.40481
C -1.72345 -5.34737 3.55229
C -1.64616 -4.22361 2.73910
H 1.00128 -5.05035 0.83686
H 0.91224 -7.07419 2.31512
H -0.85652 -7.25197 4.04045
H -2.50286 -5.42200 4.30126
H -2.36206 -3.41604 2.85504
O 0.82061 0.80811 -1.17173
S 1.42741 1.64840 -0.10157
C 2.65157 0.59577 0.76647
C 3.51325 -0.18724 -0.17319
C 2.97075 -1.27228 -0.86270
C 3.75215 -1.96385 -1.77943
C 5.06900 -1.58824 -2.01409
C 5.61569 -0.51675 -1.31822
C 4.83795 0.18075 -0.40405
C 2.57391 2.75569 -0.96306
C 3.33284 3.65715 -0.02708
C 4.70867 3.81849 -0.16375
C 5.41607 4.64853 0.69553
C 4.75501 5.32703 1.70978
C 3.38295 5.17265 1.85549
C 2.67643 4.34558 0.99440
H 2.01679 -0.05611 1.36954
H 3.21530 1.26033 1.42496
H 1.94498 -1.59360 -0.68713
H 3.31668 -2.80234 -2.30923
H 5.67104 -2.12921 -2.73468
H 6.64589 -0.22511 -1.48611
H 5.26216 1.01408 0.14755
H 1.91358 3.32272 -1.62324
H 3.22527 2.12695 -1.57204
H 5.22785 3.28519 -0.95234
H 6.48656 4.76027 0.57500
H 5.30509 5.97438 2.38111
H 2.85809 5.69834 2.64314
H 1.60475 4.23096 1.11594
*
```

***

Computed, not measured: a molecular structure, C53H39N4PbTe, with ωB97M-V with the def2-TZVPD basis set.

* DFT total energy: -74086.514 eV
* E_HOMO: -9.72 eV
* gap between HOMO and LUMO: 5.29 eV

```
! wB97M-V def2-TZVPD RIJCOSX def2/J DEFGRID3
* xyz 1 1
Pb -0.19070 -0.95745 -0.73441
C -3.90188 6.53751 3.13111
C -3.50325 5.42420 3.85457
C -2.71548 4.45216 3.26019
C -2.31145 4.56893 1.92715
C -2.68627 5.72015 1.22354
C -3.48106 6.68426 1.81578
C -1.48403 3.52998 1.32737
C -1.06334 3.37561 0.04345
C -1.25535 3.95610 -1.25898
C -0.36533 3.38884 -2.09160
C 0.45592 2.40396 -1.38256
N -0.08050 2.35753 -0.10532
C 1.57585 1.84710 -1.97027
C 2.40033 0.85039 -1.37040
C 3.77232 0.51642 -1.71572
C 4.12954 -0.50940 -0.91424
C 2.99754 -0.79850 -0.04713
C 2.90915 -1.69128 0.98660
C 4.02189 -2.59413 1.34916
C 5.30643 -2.11029 1.59126
C 6.32962 -2.98417 1.92765
C 6.07812 -4.34500 2.02171
C 4.79830 -4.83195 1.79213
C 3.77027 -3.96196 1.46770
C 1.73796 -1.68131 1.84907
N 0.62402 -1.05683 1.49951
C -0.18164 -0.95383 2.60427
C -1.19029 -0.00004 2.58804
C -2.32891 0.00041 3.50703
C -2.56359 -1.08289 4.36534
C -3.62938 -1.06487 5.24515
C -4.50645 0.01178 5.26169
C -4.32747 1.05807 4.36733
C -3.25414 1.04946 3.49585
C 0.06257 1.70160 1.15534
C 1.15628 1.82755 2.20638
C 0.34587 2.45781 3.05752
C -0.83501 2.43342 2.08513
N -1.14807 1.01740 1.64736
C 0.45801 -1.64320 3.69595
C 1.66701 -2.07199 3.22834
N 1.95254 0.05720 -0.41002
C 2.02415 2.35058 -3.30295
C 2.48148 3.65944 -3.44703
C 2.93805 4.11295 -4.67581
C 2.94739 3.26067 -5.77163
C 2.50338 1.95337 -5.63391
C 2.04808 1.49896 -4.40412
H -4.52047 7.29514 3.59288
H -3.80239 5.31246 4.88855
H -2.40312 3.59736 3.84799
H -2.32926 5.88301 0.21777
H -3.76107 7.56508 1.25341
H -1.98707 4.70310 -1.51347
H -0.23006 3.60256 -3.13872
H 4.36721 1.01409 -2.46464
H 5.07648 -1.02376 -0.88683
H 5.49720 -1.04540 1.53868
H 7.32201 -2.60020 2.12310
H 6.87775 -5.02613 2.28106
H 4.60027 -5.89318 1.86439
H 2.77133 -4.33878 1.28057
H -1.93805 -1.96187 4.31948
H -3.79057 -1.90602 5.90573
H -5.34231 0.02073 5.94838
H -5.03248 1.87850 4.33899
H -3.15677 1.84942 2.77902
H 2.15934 1.42837 2.24526
H 0.42824 2.78692 4.08317
H 0.11879 -1.68139 4.71775
H 2.45306 -2.55043 3.79043
H 2.48039 4.32087 -2.58834
H 3.29068 5.13095 -4.77674
H 3.30563 3.61329 -6.72963
H 2.51239 1.28434 -6.48446
H 1.71075 0.47497 -4.29677
C -4.50300 -4.44979 -4.62677
C -3.19890 -4.20860 -3.91796
C -2.82709 -4.96286 -2.81372
C -1.62703 -4.74983 -2.14442
C -1.31048 -5.60157 -0.94338
C -0.75744 -3.74876 -2.60349
Te 1.05330 -3.38307 -1.52263
C -1.10515 -2.98435 -3.72745
C -0.23267 -1.90696 -4.32568
C -2.32416 -3.22583 -4.35530
H -5.03974 -5.29082 -4.19066
H -4.33877 -4.66465 -5.68361
H -5.14777 -3.57116 -4.56868
H -3.49050 -5.74431 -2.45981
H -2.08437 -6.35314 -0.79290
H -1.23734 -4.99532 -0.03827
H -0.35440 -6.11499 -1.05656
H 0.78758 -1.94389 -3.95099
H -0.64448 -0.91294 -4.11969
H -0.19748 -2.01279 -5.41116
H -2.58646 -2.63308 -5.22646
*
```

***

Computed, not measured: a molecular structure, C53H41BrFN7O4PbS3, with ωB97M-V with the def2-TZVPD basis set.

* DFT total energy: -184765.673 eV
* E_HOMO: -6.97 eV
* ΔE to the lowest compared entry with this formula, charge and spin: 0.0 kcal per mole
* gap between HOMO and LUMO: 6.56 eV

```
! wB97M-V def2-TZVPD RIJCOSX def2/J DEFGRID3
* xyz 0 1
Pb 0.31988 -0.16409 1.17075
Br 7.80682 -0.16294 3.66662
C 6.05600 -0.58937 3.06132
C 5.88512 -1.58777 2.08500
C 4.63867 -1.86978 1.61130
C 3.45719 -1.18091 2.05912
O 2.33904 -1.49028 1.55428
C 3.65851 -0.21093 3.10236
C 2.61604 0.48626 3.80783
N 1.37797 0.63647 3.48330
C 0.52956 1.38679 4.33197
C 0.94820 2.27365 5.29637
C 0.03607 2.96793 6.11717
C -1.30724 2.78565 5.97581
C -1.78844 1.91947 4.96647
C -3.17085 1.71411 4.74351
C -3.58228 0.89469 3.73703
C -2.60314 0.28795 2.92240
N -1.32129 0.46069 3.10128
C -0.88147 1.24048 4.12623
C 4.96622 0.04772 3.57658
H 6.74901 -2.13140 1.72100
H 4.48498 -2.64346 0.86848
H 2.97037 0.91538 4.74986
H 2.00273 2.46486 5.44210
H 0.41927 3.64826 6.86700
H -2.01555 3.30569 6.60929
H -3.88566 2.21928 5.38291
H -4.63028 0.71182 3.54393
H -2.88117 -0.37050 2.10647
H 5.09793 0.77732 4.36860
C -3.99630 -6.09193 -1.81730
C -2.77126 -5.98608 -2.72190
C -3.20519 -5.91197 -4.17696
C -2.02129 -5.68250 -5.09737
C -1.33239 -4.40730 -4.70783
C -0.72189 -3.60043 -5.63937
C -0.08002 -2.43476 -5.23507
F 0.50413 -1.67118 -6.18147
C -0.02281 -2.05848 -3.92684
C -0.63649 -2.86660 -2.96124
C -0.53488 -2.45605 -1.54547
O 0.06295 -1.41174 -1.25920
C -1.14856 -3.35660 -0.60814
C -1.78432 -4.46283 -1.07913
N -1.93634 -4.80446 -2.37835
C -1.31248 -4.02638 -3.35079
C -1.21007 -3.16504 0.90397
O -1.29925 -4.17394 1.59539
O -1.23225 -1.94867 1.31869
H -4.70421 -6.79409 -2.25955
H -4.48708 -5.12047 -1.72413
H -3.76037 -6.44997 -0.81755
H -2.14734 -6.87633 -2.58826
H -3.92139 -5.09104 -4.29172
H -3.72424 -6.83824 -4.42431
H -2.33773 -5.63412 -6.13958
H -1.32360 -6.52250 -5.01313
H -0.73269 -3.86543 -6.68948
H 0.47641 -1.15406 -3.60947
H -2.21185 -5.13208 -0.34722
S -4.16483 -2.04853 -2.33500
C -5.39038 -2.42463 -3.46164
C -5.85913 -1.31198 -4.08922
C -5.21354 -0.13051 -3.64115
C -4.26576 -0.36309 -2.68349
C -3.41279 0.61653 -1.99384
C -2.57052 0.22271 -0.93346
N -1.77895 1.04065 -0.28381
C -1.75912 2.34409 -0.61893
C -2.56665 2.84915 -1.64873
C -2.52779 4.25055 -1.96572
C -1.72133 5.08732 -1.28453
C -0.87030 4.59940 -0.23406
C 0.00368 5.44211 0.47073
C 0.82340 4.92934 1.44689
C 0.72982 3.54305 1.69446
N -0.08118 2.73428 1.06150
C -0.87986 3.23877 0.09947
C 1.77963 5.73884 2.21287
C 2.76732 5.30201 3.05134
C 3.51868 6.36077 3.62753
C 3.08869 7.58393 3.21739
S 1.77450 7.45844 2.13369
C -3.39086 1.94888 -2.33892
H -5.70780 -3.44660 -3.59812
H -6.63817 -1.32960 -4.83756
H -5.45338 0.85527 -4.01428
H -2.54145 -0.81207 -0.59664
H -3.16213 4.61871 -2.76325
H -1.69359 6.14432 -1.52134
H 0.03038 6.49689 0.21804
H 1.36522 3.08190 2.44152
H 2.96948 4.25680 3.24085
H 4.34287 6.21549 4.31109
H 3.47302 8.55304 3.49257
H -4.00570 2.32275 -3.14934
C 3.08903 -0.65712 -2.29553
N 4.16747 -0.03416 -1.54820
C 4.01263 0.96894 -0.66811
S 2.56795 1.80907 -0.42566
N 5.11046 1.30360 0.03535
C 6.44326 0.79407 -0.19704
H 3.32526 -0.67325 -3.36056
H 2.18210 -0.08307 -2.13300
H 2.92145 -1.67518 -1.94214
H 5.05070 -0.51792 -1.54499
H 4.97217 2.04602 0.69687
H 6.77926 0.99975 -1.21788
H 6.50294 -0.27943 -0.00532
H 7.12439 1.28189 0.49570
*
```

***

Computed, not measured: a molecular structure, C53H42BBrN10O5SSr in a non-equilibrium geometry, with ωB97M-V with the def2-TZVPD basis set.

* DFT total energy: -163177.238 eV
* E_HOMO: -1.42 eV
* ΔE to the lowest compared entry with this formula, charge and spin: 74.6 kcal per mole
* gap between HOMO and LUMO: 4.10 eV

```
! wB97M-V def2-TZVPD RIJCOSX def2/J DEFGRID3
* xyz -2 1
Sr 0.46450 0.41315 -0.36130
N -0.89153 -1.76520 3.65377
C -1.03891 -1.15837 2.39803
S -0.73786 -2.16501 1.00528
N -1.42941 0.07808 2.47680
N -1.45234 0.77828 1.27386
C -2.09971 1.87558 1.30124
C -2.20595 2.82416 0.18408
C -2.74484 4.08157 0.46379
C -2.85190 5.07721 -0.49019
C -2.41187 4.79341 -1.78890
C -1.89633 3.55582 -2.10820
C -1.74666 2.52095 -1.14160
O -1.21669 1.38801 -1.44964
H -0.25350 -2.54384 3.62846
H -0.71056 -1.09482 4.38789
H -2.61887 2.15375 2.22467
H -3.06391 4.28107 1.48472
H -3.24078 6.05492 -0.23382
H -2.46584 5.56208 -2.55490
H -1.53775 3.33944 -3.10819
Br -3.80734 0.86467 -8.13385
C -2.15078 -0.04322 -7.90586
C -1.11227 0.57599 -7.23145
C 0.09664 -0.08982 -7.07500
C 0.29023 -1.36981 -7.61032
C -0.77696 -1.96073 -8.28697
C -1.99552 -1.31450 -8.42895
N 1.53796 -2.04198 -7.69905
N 2.47258 -1.90766 -6.84857
C 2.35093 -1.51174 -5.53598
C 3.54035 -0.94564 -5.02617
C 3.63641 -0.33384 -3.80786
C 2.52532 -0.29049 -2.90521
O 2.55824 0.28651 -1.80992
C 1.31406 -1.05151 -3.34533
N 0.33358 -1.16537 -2.42245
C -0.74753 -1.86577 -2.70059
C -0.88251 -2.55939 -3.90605
C 0.10684 -2.46122 -4.84982
C 1.23594 -1.64812 -4.61853
H -1.24553 1.56315 -6.80931
H 0.90080 0.39541 -6.53924
H -0.62889 -2.94804 -8.70998
H -2.81564 -1.79240 -8.94877
H 4.38998 -0.95346 -5.70147
H 4.55215 0.14951 -3.48983
H -1.50653 -1.90472 -1.92480
H -1.75580 -3.17497 -4.08147
H 0.03070 -3.02507 -5.76659
C 9.94792 -4.98255 9.43639
O 8.99441 -3.96328 9.67144
C 8.18733 -3.61054 8.63356
C 7.27150 -2.59318 8.88975
C 6.41097 -2.16766 7.89969
C 6.43853 -2.74270 6.62790
C 7.35089 -3.75074 6.38704
C 8.22915 -4.19378 7.37701
C 5.49996 -2.24962 5.59629
N 4.63201 -1.29054 5.77624
C 3.98334 -1.15478 4.56144
C 4.47878 -2.04373 3.65288
N 5.45349 -2.74441 4.32670
C 3.99796 -2.16309 2.30406
C 4.44125 -3.11016 1.37768
C 3.85262 -3.15548 0.13952
C 2.82782 -2.24971 -0.14275
N 2.41527 -1.32783 0.70680
C 2.98825 -1.26911 1.91712
C 2.48779 -0.24852 2.86214
N 1.58830 0.63312 2.40087
C 1.08455 1.52019 3.23344
C 1.43671 1.57688 4.58901
C 2.38328 0.70732 5.06540
C 2.94738 -0.22376 4.18680
H 10.49558 -5.11052 10.36518
H 10.64529 -4.70205 8.64372
H 9.46622 -5.92624 9.17015
H 7.25301 -2.14809 9.87686
H 5.69395 -1.37746 8.08543
H 7.40237 -4.22466 5.41332
H 8.92660 -4.98496 7.14669
H 6.02914 -3.47256 3.94682
H 5.22971 -3.80806 1.64148
H 4.15733 -3.87718 -0.60672
H 2.30956 -2.29591 -1.09389
H 0.39120 2.23311 2.80173
H 0.96930 2.30775 5.23561
H 2.70886 0.72173 6.09886
C -0.18856 9.49801 -1.90969
C 1.17714 8.79823 -1.88741
C 1.61064 8.56323 -3.33494
C 2.20825 9.72647 -1.22775
C 1.07796 7.49108 -1.09463
C 0.68648 7.53102 0.24292
C 0.56916 6.37239 1.01983
C 0.84978 5.16634 0.42196
O 0.81008 3.91129 0.93858
B 1.15961 2.94441 -0.12479
O 1.47025 3.82199 -1.26086
C 1.24496 5.11100 -0.90305
C 1.36953 6.24563 -1.67467
H -0.13601 10.42980 -2.48640
H -0.52578 9.73983 -0.89955
H -0.94044 8.84812 -2.36512
H 1.64852 9.52033 -3.86472
H 0.90963 7.91118 -3.86160
H 2.60378 8.10962 -3.38422
H 2.32954 10.64569 -1.81445
H 3.17860 9.22814 -1.16118
H 1.90240 10.00439 -0.21672
H 0.45600 8.48459 0.70732
H 0.24275 6.42380 2.05184
H 1.66855 6.14438 -2.71055
*
```

***

Among the records above, which one has the highest DFT total energy? C53H39N4PbTe

***

The highest DFT total energy belongs to which entry? C53H39N4PbTe

***

Which value of DFT total energy does entry 3 give? -184765.673 eV

***

What is the formula in the first record? C53H35N8OPdS